Record 1
The following is a DFT calculation (ωB97M-V/def2-TZVPD) of one molecule with the formula C4H2F2O.

Cartesian coordinates (Å):
C  -1.26  0.34  0.43
C  0.00  -0.03  0.67
C  1.21  -0.77  0.84
C  1.40  0.59  0.53
O  -1.61  -0.76  -0.78
F  1.46  1.22  -0.72
F  2.10  1.48  1.32
H  -2.06  -1.56  -0.59
H  -1.25  -0.52  -1.71

The calculation puts the frontier orbital gap (alpha / beta) at 8.2 / 8.2 eV. As for the LUMO energy (alpha / beta): -0.0379 / -0.0379 Ha. Its spin multiplicity is 1. For the energy above the lowest of the compared OMol25 structures with the same formula, charge and spin, the calculation gives 184.3 kcal/mol. As for the HOMO energy (alpha / beta): -0.34002 / -0.34001 Eh.

***

Record 2
The following is a DFT calculation (ωB97M-V/def2-TZVPD) of a 2-piece molecular cluster, C4H2F2O overall.

Cartesian coordinates (Å):
C  -1.22  -2.74  -1.65
C  -1.15  -1.56  -1.13
C  -1.00  -0.28  -0.52
C  -0.62  -0.27  -1.89
O  1.20  -0.52  0.56
F  0.63  -0.16  -2.38
F  -1.44  0.22  -2.81
H  -0.73  0.05  0.45
H  1.21  0.35  1.06

The calculation puts the frontier orbital gap (alpha / beta) at 6.4 / 6.3 eV. As for the LUMO energy (alpha / beta): -0.1269 / -0.1269 Ha. Its spin multiplicity is 1. For the energy above the lowest of the compared OMol25 structures with the same formula, charge and spin, the calculation gives 205.8 kcal/mol. As for the HOMO energy (alpha / beta): -0.36033 / -0.36010 Eh.

***

Record 3
The following is a DFT calculation (ωB97M-V/def2-TZVPD) of one molecule with the formula C4H2F3N3OS.

Cartesian coordinates (Å):
C  -2.60  -0.41  0.31
C  0.54  1.26  0.29
C  1.00  0.12  -0.51
C  1.14  -1.08  0.42
N  -0.28  2.08  -0.29
N  -1.73  -0.49  -0.52
N  -0.75  1.62  -1.44
O  -3.41  -0.60  1.10
F  1.32  -2.22  -0.26
F  2.29  -1.00  1.11
F  0.17  -1.19  1.39
S  -0.58  0.04  -1.58
H  1.01  1.54  1.18
H  1.88  0.32  -1.21

The calculation puts the frontier orbital gap (alpha / beta) at 6.3 / 7.8 eV. As for the LUMO energy (alpha / beta): 0.0080 / -0.0918 Ha. Its spin multiplicity is 3. As for the HOMO energy (alpha / beta): -0.22200 / -0.38026 Eh. Its expectation value of S² is 2.01.

***

Record 4
The following is a DFT calculation (ωB97M-V/def2-TZVPD) of one molecule with the formula C4H2IN.

Cartesian coordinates (Å):
C  -1.99  -0.97  0.63
C  -0.77  -0.42  0.38
C  0.55  -1.71  -1.79
C  0.20  -0.73  -0.63
N  -3.08  -1.26  0.86
I  -0.61  -1.88  -3.44
H  1.12  0.01  -0.48
H  -0.46  0.34  1.25

The calculation puts the frontier orbital gap (alpha / beta) at 6.9 / 7.0 eV. As for the LUMO energy (alpha / beta): -0.0759 / -0.0681 Ha. Its spin multiplicity is 1. For the energy above the lowest of the compared OMol25 structures with the same formula, charge and spin, the calculation gives 48.8 kcal/mol. As for the HOMO energy (alpha / beta): -0.33093 / -0.32643 Eh.

***

Record 5
The following is a DFT calculation (ωB97M-V/def2-TZVPD) of one molecule with the formula C4H2N2O.

Cartesian coordinates (Å):
C  2.66  0.01  -0.02
C  1.38  -0.15  -0.09
C  0.07  0.02  -0.09
C  -1.93  -0.43  0.01
H  3.73  0.53  0.36
H  -2.67  -1.04  -0.25
N  -0.60  1.20  -0.02
N  -1.83  0.81  0.03
O  -0.82  -0.95  0.07

The calculation puts the frontier orbital gap at 9.2 eV. As for the LUMO energy: -0.0067 Ha. Its spin multiplicity is 1. For the energy above the lowest of the compared OMol25 structures with the same formula, charge and spin, the calculation gives 96.9 kcal/mol. The SMILES is C#Cc1nnco1. As for the HOMO energy: -0.34376 Eh.

***

Record 6
The following is a DFT calculation (ωB97M-V/def2-TZVPD) of one molecule with the formula C4H2N2S.

Cartesian coordinates (Å):
C  -2.92  0.02  0.17
C  -0.71  -1.28  -0.49
C  0.99  1.45  -0.39
C  -1.79  -0.69  -0.01
N  -3.67  0.90  0.23
N  0.57  -1.25  -0.34
S  1.29  0.11  0.43
H  -1.11  -2.08  -1.11
H  1.18  2.40  0.13

The calculation puts the frontier orbital gap (alpha / beta) at 5.9 / 6.8 eV. As for the LUMO energy (alpha / beta): -0.1109 / -0.0837 Ha. Its spin multiplicity is 1. For the energy above the lowest of the compared OMol25 structures with the same formula, charge and spin, the calculation gives 163.8 kcal/mol. As for the HOMO energy (alpha / beta): -0.32835 / -0.33372 Eh.

***

no.,maximum force (eV/Å)
1,3.46
2,3.05
3,4.36
4,5.61
5,11.24
6,2.52